1.
13
Properties=species:S:1:pos:R:3:forces:R:3 method="wB97M-V/def2-TZVPD" largest_force_ev_per_a=8.00 lumo_energy_ev=-0.17 relative_energy_kcal_mol=108.5 mol_weight_g_mol=111.1 gap_ev=9.1
C 1.183429 -0.297460 0.053990 -0.1 -0.4 -0.3
C 0.650004 0.979261 0.329376 -5.5 5.8 0.9
C -0.849559 0.771557 0.000916 -5.8 1.8 -1.0
C -1.139599 -0.765116 -0.015347 2.6 1.8 0.6
H 2.746733 0.706698 -0.358078 -0.6 -3.3 2.1
H 0.858347 1.718017 -0.511874 0.6 -0.6 1.4
H 0.688212 1.547328 1.449618 0.3 -1.9 -3.2
H -3.162888 -0.907350 0.065682 3.7 -1.0 1.3
H 0.392684 -2.301013 -0.772341 -0.4 4.4 2.7
N 2.413785 -0.336570 -0.026884 4.5 0.8 -2.7
N -2.154665 -1.415230 0.299009 -3.3 0.2 -2.0
N 0.216559 -1.229465 -0.213074 -1.0 -5.3 -1.3
O -1.843044 1.529340 -0.300998 4.9 -2.4 1.5

2.
13
Properties=species:S:1:pos:R:3:forces:R:3 method="wB97M-V/def2-TZVPD" smiles=N[C@H]1Cc2nonc21 largest_force_ev_per_a=9.45 lumo_energy_ev=0.10 relative_energy_kcal_mol=186.0 mol_weight_g_mol=111.1 gap_ev=10.3
C 0.891130 -0.116883 -0.313581 2.8 1.8 2.1
C 0.248817 -0.609773 1.161483 1.2 2.2 1.9
C -0.978061 -0.769298 0.389532 -5.6 0.8 -0.4
C -0.489659 -0.451031 -0.902238 -2.3 -0.8 2.6
H 1.181836 1.622452 -1.222555 -0.4 0.9 0.6
H 1.900781 1.621575 0.091901 6.9 0.8 2.9
H 2.012537 -0.568079 -0.629368 -3.5 0.8 0.5
H -0.005005 0.315182 2.008348 1.4 -2.6 -2.5
H 0.809688 -1.460396 1.635826 -0.9 0.7 -0.4
N 1.056129 1.507836 -0.198291 -6.9 -4.4 -4.8
N -2.390586 -0.583726 0.450875 4.8 -0.6 -0.1
N -1.542627 -0.256036 -1.627604 -0.3 1.8 -2.8
O -2.694980 -0.251824 -0.844330 2.7 -1.5 0.4

3.
13
Properties=species:S:1:pos:R:3:forces:R:3 method="wB97M-V/def2-TZVPD" largest_force_ev_per_a=2.92 lumo_energy_ev=0.53 relative_energy_kcal_mol=54.5 mol_weight_g_mol=111.1 gap_ev=9.0
C -2.222337 0.153208 -0.144762 -1.0 0.5 -0.3
C 0.017260 -0.387030 -0.087133 -0.3 0.3 -0.1
C 2.127085 0.596217 0.065755 -2.2 -0.4 -0.8
C 2.242193 -0.749855 -0.067527 0.0 1.8 1.6
H -3.372949 -1.202250 0.414854 -0.3 1.5 -0.6
H -2.012077 1.167890 -0.477968 -0.1 0.3 0.0
H 0.320899 1.765867 0.051338 -0.5 -0.7 -0.1
H 2.791345 1.470342 0.244593 -0.5 -1.2 -0.4
H 3.082436 -1.382940 0.158167 0.0 -0.1 -0.4
N -3.418199 -0.178473 0.112432 -0.1 -1.2 0.7
N -1.214349 -0.738277 -0.132993 2.4 -1.1 0.3
N 0.660881 0.821432 -0.082022 2.8 0.4 0.6
O 0.997816 -1.336135 -0.054738 -0.1 -0.2 -0.6

4.
13
Properties=species:S:1:pos:R:3:forces:R:3 method="wB97M-V/def2-TZVPD" smiles=c1nonc1N1CC1 largest_force_ev_per_a=4.44 lumo_energy_ev=0.84 relative_energy_kcal_mol=120.8 mol_weight_g_mol=111.1 gap_ev=10.9
C 2.229096 0.079736 -0.746175 0.7 1.5 0.2
C 2.160606 0.260292 0.762333 1.6 0.1 0.5
C -0.066747 -0.232065 -0.043698 -4.1 1.6 0.1
C -0.823841 1.056138 -0.067504 0.9 -1.9 -0.1
H 2.926722 -0.619592 -1.080311 1.1 -0.9 -0.8
H 2.064250 0.919080 -1.468567 -0.3 -0.6 1.1
H 1.997314 1.270600 1.159346 -0.7 -0.4 -0.4
H 2.785164 -0.336953 1.469705 -0.3 0.5 -0.9
H -0.432457 2.018515 -0.157190 0.4 1.4 0.0
N 1.233773 -0.545600 0.036175 0.2 -0.7 0.2
N -2.094468 0.810616 -0.011542 1.5 1.1 0.0
N -0.968238 -1.170816 0.002499 -0.6 1.1 0.3
O -2.191643 -0.486957 0.057170 -0.5 -2.9 -0.2

5.
13
Properties=species:S:1:pos:R:3:forces:R:3 method="wB97M-V/def2-TZVPD" smiles="C1=NN2CCN=C2O1" largest_force_ev_per_a=3.84 lumo_energy_ev=0.96 relative_energy_kcal_mol=82.7 mol_weight_g_mol=111.1 gap_ev=9.8
C -0.967320 1.352637 1.286858 0.2 -0.4 -2.0
C -1.345253 -0.160978 0.910556 -0.3 0.9 1.3
C 1.034982 -1.266141 -1.178775 -3.4 1.7 0.2
C 0.467922 0.471593 -0.070104 0.0 1.7 1.5
H -1.468657 2.269706 0.673131 0.6 -2.4 1.9
H -1.083309 1.226418 2.357990 0.0 1.7 0.2
H -2.377290 -0.402736 0.779864 -0.7 -0.1 0.2
H -0.874127 -0.680404 1.808874 -0.5 -0.2 -1.3
H 1.717015 -1.738197 -1.797842 1.0 -1.3 -0.9
N -0.624824 -0.305611 -0.304401 -0.4 -1.1 -0.6
N -0.237479 -1.537045 -0.949556 3.0 1.9 1.0
N 0.506312 1.360475 0.860325 -1.4 -0.7 -0.8
O 1.429539 0.039728 -0.844725 1.8 -1.9 -0.8

6.
14
Properties=species:S:1:pos:R:3:forces:R:3 method="wB97M-V/def2-TZVPD" largest_force_ev_per_a=3.51 lumo_energy_ev="-1.04 / -1.90" relative_energy_kcal_mol=192.9 mol_weight_g_mol=127.1 gap_ev="8.2 / 8.0"
C 0.714071 -2.106264 -2.808269 0.3 0.7 0.5
C 0.465816 -0.839003 -0.791977 -1.6 2.9 -0.1
C -0.207334 0.465144 1.132347 1.2 -1.4 0.4
C 1.064507 -0.968294 -2.029831 3.0 0.1 -1.6
N 0.490919 -3.088434 -3.358179 -0.3 -0.5 -0.5
N 0.629684 0.251346 -0.052893 0.8 -0.8 0.5
N 0.282446 2.285811 -2.355165 2.7 -1.9 1.1
O 0.538681 2.936447 -3.271097 -0.1 2.0 -2.4
O -0.604269 2.023510 -1.665665 -2.8 0.1 1.1
H -0.496996 -1.328500 -0.815955 -0.2 -1.0 1.1
H -0.985197 -0.333139 1.192744 -0.5 1.2 -0.3
H -0.431491 1.567051 1.206442 -0.3 -1.5 0.0
H 0.393054 0.134210 2.051439 -0.3 1.0 -1.1
H 2.002351 -0.397671 -2.438537 -2.0 -0.9 1.2

7.
16
Properties=species:S:1:pos:R:3:forces:R:3 method="wB97M-V/def2-TZVPD" largest_force_ev_per_a=3.93 lumo_energy_ev="0.01 / 0.01" relative_energy_kcal_mol=160.4 mol_weight_g_mol=159.1 gap_ev="8.9 / 8.9"
C 0.626676 -1.824696 -0.639874 0.4 0.7 2.3
C -1.023442 -1.254218 1.050270 -0.4 2.2 -1.2
C -0.870694 0.495842 -0.542557 -1.9 0.6 2.9
C 0.443916 1.003518 -0.061173 3.4 0.3 1.0
N -0.210116 -1.968854 0.274592 0.1 -1.0 0.0
N -1.525038 -0.162351 0.635776 0.5 1.2 -0.4
N 1.571431 0.328606 -0.118862 -0.5 0.4 0.8
O 2.657558 0.689734 0.398259 -0.1 0.2 0.1
O 1.693179 -0.936583 -0.691944 -1.1 -1.5 -1.8
O -1.714748 1.484177 -0.942066 -0.7 0.7 -2.6
O 0.643603 2.149326 0.665137 -3.5 -0.5 -1.8
H 0.548828 -2.631214 -1.307367 1.3 -0.5 -1.8
H -1.479382 -1.572283 1.927927 -0.1 -1.5 1.5
H -0.832419 -0.144277 -1.398542 0.6 -0.6 -0.5
H -1.982010 2.215906 -0.400080 0.5 0.0 1.2
H 1.452655 2.127367 1.150499 1.5 -0.6 0.3

8.
19
Properties=species:S:1:pos:R:3:forces:R:3 method="wB97M-V/def2-TZVPD" smiles="C=CCOC([N+](=O)[O-])([N+](=O)[O-])[N+](=O)[O-]" largest_force_ev_per_a=7.10 lumo_energy_ev=-1.22 relative_energy_kcal_mol=22.5 mol_weight_g_mol=207.1 gap_ev=9.4
C 0.655049 1.173155 -1.043108 1.7 4.6 -5.2
C 0.580440 0.495379 0.018534 1.6 -2.7 3.3
C -0.655627 0.152685 0.735924 -1.6 -2.0 1.6
C -3.067514 0.053900 0.011114 1.1 1.0 -1.2
N -3.118147 -1.374356 -0.608328 -1.8 1.7 -0.4
N -3.680115 -0.193137 1.452870 2.2 0.5 -2.4
N -4.134062 1.098756 -0.821484 2.8 -2.8 1.7
O -4.150714 -1.652752 -1.164375 -0.2 -0.1 0.0
O -2.747815 -0.346923 2.219683 -1.8 -0.2 1.1
O -4.697144 1.718280 -0.002776 -1.6 2.2 0.4
O -2.156492 -2.042543 -0.475823 1.6 -1.3 0.1
O -4.861261 -0.269716 1.510103 -0.2 -0.6 1.4
O -4.120015 1.109018 -1.998653 -0.1 0.1 -0.9
O -1.817158 0.618364 -0.077143 -1.9 -0.5 0.6
H 1.645735 1.517992 -1.498263 -1.1 -1.2 0.8
H -0.110476 1.736592 -1.608893 -0.2 -0.8 0.8
H 1.576409 0.045860 0.378905 -1.9 0.6 0.0
H -0.785442 0.514640 1.803014 0.6 0.2 -1.6
H -0.814969 -0.962796 0.845514 0.7 1.3 -0.2

9.
13
Properties=species:S:1:pos:R:3:forces:R:3 method="wB97M-V/def2-TZVPD" smiles="N/C=C1/N=CNC1=S" largest_force_ev_per_a=6.23 lumo_energy_ev=-0.17 relative_energy_kcal_mol=23.9 mol_weight_g_mol=127.2 gap_ev=7.6
C 1.560284 0.925335 0.504204 -0.3 -0.9 0.5
C 0.299019 0.348007 0.694353 0.5 0.3 -0.5
C -1.588972 -0.041580 1.668148 -0.7 -0.9 1.2
C -0.472246 -0.461298 -0.259527 1.4 2.2 1.1
H 2.029158 0.664433 -1.561436 -0.1 0.1 0.6
H 3.211444 1.400367 -0.417315 -0.5 -0.3 -1.2
H 2.099309 1.127030 1.507397 -0.8 0.5 -2.0
H -2.453010 -0.276372 2.355476 1.2 0.9 -0.7
H -2.465671 -0.949880 -0.070722 2.1 0.3 1.5
N 2.257964 1.129605 -0.680772 0.0 -0.2 3.0
N -0.477829 0.531387 1.887658 1.7 0.6 0.3
N -1.571698 -0.674130 0.474409 -4.7 -2.3 -3.4
S -0.166801 -0.843525 -1.826596 0.1 -0.3 -0.5

10.
17
Properties=species:S:1:pos:R:3:forces:R:3 method="wB97M-V/def2-TZVPD" largest_force_ev_per_a=4.20 lumo_energy_ev=3.30 mol_weight_g_mol=205.2 gap_ev=7.4 charge=-1
C -0.528351 1.967286 -0.765220 0.3 -1.9 3.7
C -1.140636 1.458490 1.182724 -0.2 1.5 -2.0
C 1.196854 0.264436 -0.854721 -0.6 1.3 -0.2
C 0.833913 -2.149962 -1.181168 1.7 -1.4 0.8
N 0.501941 1.391060 -1.202064 1.1 -0.9 0.2
N -2.091592 2.356267 1.585612 1.0 -1.1 -0.4
N 2.164506 -2.383042 -0.846680 -0.2 -0.2 -1.2
N 0.412181 -0.876713 -1.157866 -0.1 -0.2 0.6
O -0.653614 0.597147 1.843974 0.7 -0.9 0.4
O 2.368414 0.240564 -0.504784 -0.6 -0.2 -0.3
S -1.331008 3.234530 -1.276919 -1.8 2.4 -1.2
S -0.121490 -3.492037 -1.436449 -0.5 0.3 -0.4
H -2.425584 2.884699 0.802473 -0.4 0.8 0.0
H -2.405405 2.434646 2.547904 0.1 -0.1 -0.6
H 2.761554 -1.582370 -0.774096 0.0 0.8 0.3
H 2.614223 -3.093983 -1.419995 -0.6 -0.2 0.5
H -0.595871 -0.748752 -1.135689 0.3 0.1 -0.2